one:
Formula: C2H2O3
Source: the OMol25 dataset
Level of theory: ωB97M-V/def2-TZVPD

- HOMO-LUMO gap (eV) = 11.15

```
7
C2H2O3, DFT ωB97M-V/def2-TZVPD
C -0.0596 -1.8653 -1.8241
C 0.0152 0.7582 1.1437
O -0.5886 -2.2218 -2.7669
O -0.1995 0.9220 -0.1926
O 1.0706 1.0810 0.2849
H -0.1226 1.6194 1.8950
H -0.1155 -0.2935 1.4599
```


two:
Formula: C2H2O3
Source: the OMol25 dataset
Level of theory: ωB97M-V/def2-TZVPD

- HOMO-LUMO gap (eV) = 9.91
- SMILES = O=CC(=O)O

```
7
C2H2O3, DFT ωB97M-V/def2-TZVPD
O -1.6269 0.1264 -0.0901
C -0.6968 -0.6240 0.0564
C 0.8223 0.0377 0.0113
O 1.8470 -0.6060 -0.0679
O 0.6886 1.3521 -0.0227
H -0.7622 -1.7589 0.0085
H -0.2721 1.4728 0.1046
```


three:
Formula: C2H2O3
Source: the OMol25 dataset
Level of theory: ωB97M-V/def2-TZVPD

- HOMO-LUMO gap (eV) = 9.13

```
7
C2H2O3, DFT ωB97M-V/def2-TZVPD
C 2.0572 -0.5479 -0.5152
C -0.9669 -0.1268 0.3241
O 1.6829 -1.5108 0.0386
O 2.4049 0.4074 -1.0473
O -2.1147 0.2830 -0.0948
H -0.6179 0.4411 1.1365
H -2.4454 1.0539 0.1580
```


Which structure is the least stable? The one labeled one.


one:
Formula: C2H2O3
Source: the OMol25 dataset
Level of theory: ωB97M-V/def2-TZVPD

- HOMO-LUMO gap (eV) = 10.39
- SMILES = O=C1O[C@H]1O

```
7
C2H2O3, DFT ωB97M-V/def2-TZVPD
O -1.7096 1.5005 -0.2840
C -0.8058 0.7391 -0.4093
O 0.1281 0.4082 -1.0875
C -0.0230 -0.5487 0.2289
O 0.8387 -0.2773 1.1634
H -0.1121 -1.4830 -0.3528
H 1.6837 -0.3388 0.7413
```


two:
Formula: C2H2O3
Source: the OMol25 dataset
Level of theory: ωB97M-V/def2-TZVPD

- HOMO-LUMO gap (eV) = 10.37
- SMILES = O=CC1OO1

```
7
C2H2O3, DFT ωB97M-V/def2-TZVPD
O 1.4303 1.2340 0.8605
C 0.9342 0.5960 -0.0098
C -0.4839 -0.4382 0.2679
O -1.5898 -0.0342 -0.3465
O -0.7746 -0.9456 -0.9220
H 1.1183 0.4458 -1.0464
H -0.6346 -0.8577 1.1962
```


Which structure is the least stable? The one labeled two.


one:
Formula: C11H14O2
Source: the OMol25 dataset
Level of theory: ωB97M-V/def2-TZVPD

- HOMO-LUMO gap (eV) = 9.03

```
27
C11H14O2, DFT ωB97M-V/def2-TZVPD
C -2.0785 2.1823 1.5183
C -1.1158 0.5595 -0.0118
C -0.8201 -0.7431 0.4984
C 0.6280 -1.1113 0.3573
C 1.4422 -0.5736 -0.6326
C 0.8403 0.6187 -1.1147
C -0.3180 1.1000 -0.9956
C -0.3423 2.1996 -1.9381
C 1.1361 -2.2871 1.2239
C 1.1225 -3.6336 0.2932
C 2.6097 -2.1118 1.6595
H -3.1624 2.7004 1.4262
H -1.3183 3.1260 1.3483
H -1.8127 1.7003 2.4435
H -1.3675 -1.6066 0.9666
H 2.5348 -0.8504 -0.9035
H 1.5696 1.1316 -1.6883
H 0.7194 2.2790 -2.4061
H 0.4971 -2.3852 2.0611
H 1.5301 -4.3245 0.7494
H 0.1186 -3.7043 -0.1271
H 1.6307 -3.4589 -0.6925
H 2.2477 -2.6619 3.0861
H 3.0230 -0.6678 1.5159
H 3.4192 -3.1551 0.5643
O -2.1959 1.3480 0.4758
O -1.3358 2.9870 -2.1621
```


two:
Formula: C11H14O2
Source: the OMol25 dataset
Level of theory: ωB97M-V/def2-TZVPD

- HOMO-LUMO gap (eV) = 8.90
- SMILES = COc1cccc2c1CCC[C@@H]2O

```
27
C11H14O2, DFT ωB97M-V/def2-TZVPD
C -3.7168 -0.7155 0.1740
O -2.4544 -1.0587 -0.1970
C -1.5941 -0.0031 -0.1599
C -1.9459 1.3108 0.0038
C -1.0063 2.3017 0.2143
C 0.3241 1.9515 0.2056
C 0.7963 0.5734 -0.0437
C -0.2091 -0.3270 -0.1555
C 0.3222 -1.6707 -0.4770
C 1.5993 -2.1944 0.3422
C 2.4912 -0.9475 0.7087
C 2.2012 0.1342 -0.2591
O 3.1056 1.2796 -0.2937
H -3.8579 0.1176 1.0137
H -4.3265 -1.6031 0.3215
H -4.1814 -0.2423 -0.7467
H -3.0101 1.6481 0.1728
H -1.3917 3.4073 0.2283
H 1.2251 2.6271 0.5821
H 0.7886 -1.6658 -1.4723
H -0.4362 -2.5131 -0.4177
H 2.0984 -2.9725 -0.4779
H 1.2777 -2.5460 1.3231
H 3.6720 -1.1256 1.0189
H 1.9537 -0.4156 1.7627
H 2.1438 -0.5688 -1.2787
H 3.2616 1.6041 -1.4257
```


three:
Formula: C11H14O2
Source: the OMol25 dataset
Level of theory: ωB97M-V/def2-TZVPD

- HOMO-LUMO gap (eV) = 8.46
- SMILES = CCCc1c(O)ccc2c1CCO2

```
27
C11H14O2, DFT ωB97M-V/def2-TZVPD
C 1.8660 -1.3810 1.2540
C 2.4472 -0.7073 0.0566
C 1.3498 -0.6717 -1.1770
C 0.3318 0.2837 -0.6162
C 0.6221 1.6033 -0.3378
O 1.9367 2.2423 -0.2874
C -0.3149 2.5892 0.1087
C -1.5682 2.2957 0.3887
C -1.8858 1.0024 -0.0071
C -1.0047 0.0204 -0.4719
C -1.8343 -1.2930 -0.3080
C -3.1583 -0.8035 -0.2095
O -3.0527 0.3505 0.3373
H 1.8653 -2.5942 1.1226
H 2.2906 -1.1354 2.4204
H 0.7946 -0.9310 1.5502
H 3.4656 -1.2287 -0.4694
H 2.8419 0.2794 0.3741
H 0.8153 -1.6627 -1.2964
H 1.8043 -0.1746 -1.9974
H 2.6817 1.5644 -0.2548
H 0.4070 3.4081 0.4581
H -2.3926 2.9075 0.9769
H -1.2841 -1.8591 0.3616
H -1.4690 -1.8476 -1.1800
H -3.8608 -1.4731 0.4349
H -3.6944 -0.7841 -1.2309
```


Which structure is the least stable? The one labeled one.


one:
Formula: C6H10N2O2
Source: the OMol25 dataset
Level of theory: ωB97M-V/def2-TZVPD

- HOMO-LUMO gap (spin up / spin down) (eV) = 8.33 / 6.59

```
20
C6H10N2O2, DFT ωB97M-V/def2-TZVPD
C 1.5911 -1.5673 0.2313
C 1.5468 -0.2377 0.2212
C 1.3922 -2.8443 -0.0497
C -1.1916 0.0469 0.5752
C -0.1829 -0.1392 1.7625
C -0.6976 2.2416 -1.2248
N -0.5169 -0.1146 -0.6750
N -0.2823 0.8723 -1.4521
O 1.9925 0.5817 -0.6068
O 1.0369 0.3960 1.3843
H 0.3428 -3.0406 -0.3307
H 2.0159 -3.7224 0.1557
H -1.9719 -0.8246 0.7600
H -1.6875 0.9336 0.6263
H -0.6194 0.4123 2.6979
H -0.1734 -1.2029 1.8687
H -0.0661 2.7587 -0.5042
H -0.8077 2.8310 -2.2825
H -1.6412 2.1331 -0.7832
H -0.0797 0.4864 -2.3740
```


two:
Formula: C6H10N2O2
Source: the OMol25 dataset
Level of theory: ωB97M-V/def2-TZVPD

- HOMO-LUMO gap (eV) = 10.02
- SMILES = C#C[C@@H](CO)NCC(N)=O

```
20
C6H10N2O2, DFT ωB97M-V/def2-TZVPD
C 3.2378 1.1998 0.3325
C 2.2377 0.5189 0.3108
C 1.0344 -0.3283 0.3656
C 0.7767 -0.7718 1.8204
O 0.3344 0.2873 2.6348
N -0.0880 0.3627 -0.2587
C -1.2685 -0.4523 -0.4604
C -2.2743 0.1680 -1.4196
N -1.9006 0.2340 -2.7037
O -3.4325 0.3869 -1.0587
H 4.1147 1.8228 0.3241
H 1.2353 -1.2420 -0.2183
H 1.6888 -1.2420 2.2226
H -0.0189 -1.5286 1.8247
H 1.0641 0.8947 2.7940
H -0.3167 1.1917 0.2834
H -0.9722 -1.4113 -0.9141
H -1.8183 -0.6976 0.4638
H -1.1254 0.8350 -2.9566
H -2.5083 -0.2279 -3.3865
```


Which structure is the least stable? The one labeled one.


one:
Formula: C6H10N2O2
Source: the OMol25 dataset
Level of theory: ωB97M-V/def2-TZVPD

- HOMO-LUMO gap (spin up / spin down) (eV) = 7.90 / 7.88

```
20
C6H10N2O2, DFT ωB97M-V/def2-TZVPD
C 1.1442 0.5912 -0.8152
C 1.8067 -0.0067 0.3510
C 1.6572 1.4419 -1.6549
C -0.6546 -1.4775 0.1361
C 0.7385 -1.9786 -0.2394
C -1.8089 1.0983 1.3210
N -0.9393 -0.2090 -0.6004
N -1.7482 0.5738 -0.0489
O 2.1514 0.6956 1.2689
O 1.7080 -1.3907 0.6420
H 1.1339 2.0259 -2.4274
H 2.6929 1.5100 -1.6128
H -1.5160 -2.1317 -0.2905
H -0.8749 -1.2547 1.1577
H 0.8754 -3.0060 -0.0400
H 0.8893 -1.8655 -1.4042
H -2.2571 2.1228 1.2498
H -2.2898 0.4420 2.1028
H -0.7772 1.4013 1.6680
H -1.9315 1.4179 -0.7637
```


two:
Formula: C6H10N2O2
Source: the OMol25 dataset
Level of theory: ωB97M-V/def2-TZVPD

- HOMO-LUMO gap (eV) = 10.89
- SMILES = C[C@H]1COC(CC#N)=N1.O

```
20
C6H10N2O2, DFT ωB97M-V/def2-TZVPD
C -1.1578 1.1988 1.4591
C -1.2556 -0.0354 0.5737
C -1.7888 0.2692 -0.8472
O -0.6579 -0.0048 -1.6991
C 0.2277 -0.6633 -0.9423
C 1.4736 -1.0934 -1.6646
C 2.1461 0.0144 -2.3579
N 2.6987 0.9835 -2.6733
N 0.0644 -0.6338 0.3173
H -0.5129 1.9564 0.9915
H -2.1549 1.6330 1.6167
H -0.7417 0.9399 2.4418
H -1.8849 -0.7866 1.0735
H -2.6248 -0.3705 -1.1521
H -2.0667 1.3209 -0.9887
H 2.1647 -1.5662 -0.9566
H 1.2050 -1.8549 -2.4139
O 1.9015 -0.6958 2.5085
H 1.2185 -0.8045 1.8173
H 1.7458 0.1932 2.8965
```


Which structure is the least stable? The one labeled one.


one:
Formula: C2H2GdLiO2
Source: the OMol25 dataset
Level of theory: ωB97M-V/def2-TZVPD

- multiplicity = 8
- HOMO-LUMO gap (spin up / spin down) (eV) = 7.40 / 5.59
- charge = +2

```
8
C2H2GdLiO2, DFT ωB97M-V/def2-TZVPD
O 1.0259 0.0712 0.1454
C 1.2645 0.2920 -0.9892
C 1.4342 0.5193 -2.2552
O -2.3538 -0.8573 3.0177
Li -3.9699 -0.9265 3.5276
Gd -0.5130 -0.3259 2.0837
H 1.5981 -0.3238 -2.9285
H 1.5140 1.5511 -2.6015
```


two:
Formula: C2H2GdLiO2
Source: the OMol25 dataset
Level of theory: ωB97M-V/def2-TZVPD

- multiplicity = 8
- HOMO-LUMO gap (spin up / spin down) (eV) = 8.33 / 6.60
- charge = +2

```
8
C2H2GdLiO2, DFT ωB97M-V/def2-TZVPD
C 0.1245 -0.1758 1.6740
C 1.3727 -0.0565 1.0505
O 1.5140 0.6763 -0.0084
O -0.9459 0.5497 1.1795
H 2.1705 -0.7874 1.2871
Gd -1.8071 -1.4646 0.8648
Li -0.1022 1.6030 -0.1829
H 0.7126 -0.5994 2.6280
```


Which structure is the least stable? The one labeled two.